{
  "formula": "C25H28F9NO6P2",
  "method": "wB97M-V/def2-TZVPD",
  "homo_ev": -9.30,
  "smiles": "C=Cc1cc(PP(=O)(O)O)c(C)c2c1C(=O)C(C(F)(F)C(F)(F)C(F)(F)C(F)(F)F)=C(CCCCC)C2=O.CN(C)C=O",
  "spin_multiplicity": 1,
  "orbital_gap_ev": 7.9,
  "charge": 0,
  "symbols": ["P", "P", "F", "F", "F", "F", "F", "F", "F", "F", "F", "O", "O", "O", "O", "O", "O", "N", "C", "C", "C", "C", "C", "C", "C", "C", "C", "C", "C", "C", "C", "C", "C", "C", "C", "C", "C", "C", "C", "C", "C", "C", "C", "H", "H", "H", "H", "H", "H", "H", "H", "H", "H", "H", "H", "H", "H", "H", "H", "H", "H", "H", "H", "H", "H", "H", "H", "H", "H", "H", "H"],
  "xyz": [[-1.75957, -4.46677, 4.32883], [-2.18143, -2.61064, 5.37374], [1.15366, 1.58069, 0.46562], [1.00859, 2.85394, -1.99328], [-0.46218, 3.75468, -0.32969], [0.22525, -0.17244, -0.47691], [2.71193, -0.58485, -0.73408], [2.25917, 0.41923, -2.60594], [-0.28667, 1.30671, -2.73561], [-1.89043, 3.18948, -1.81851], [3.18939, 1.49355, -0.97272], [-2.99359, -5.27427, 4.27314], [7.19726, 2.09268, -5.79759], [-1.28609, -4.20746, 2.81235], [-0.62738, -5.27471, 5.10245], [-1.36631, 3.29753, 2.07993], [-4.53522, -0.13197, 0.86046], [6.19788, 2.79401, -3.88208], [-2.57431, -0.00309, 2.25363], [-1.55440, 2.18449, 1.63592], [-1.64856, 0.98447, 2.55364], [0.10509, 1.86910, 4.07354], [-0.90487, 0.84411, 3.69169], [0.89956, 0.96891, -0.68693], [-3.08642, -1.07278, -1.59266], [6.96688, 4.02638, -3.85411], [-1.08517, -0.23973, 4.49170], [0.11210, 1.90798, -1.61612], [-1.98901, -1.21532, 4.22275], [-2.74423, -1.09155, 3.06227], [-1.05792, 2.68416, -0.89100], [2.29234, 0.54557, -1.28311], [-2.66444, 0.93097, -0.10682], [6.40563, 1.92662, -4.89191], [5.23561, 2.53601, -2.82871], [-1.78068, 1.88748, 0.17278], [-1.65821, -2.99387, -2.41333], [-2.21383, -1.58081, -2.77263], [-3.76880, -2.12380, 2.64995], [-0.21143, -2.97565, -1.92750], [1.22529, 2.00296, 3.35840], [-3.37769, 0.20661, 1.01426], [-3.10619, 0.47689, -1.46488], [-1.34349, -0.94430, -2.89787], [-0.51185, -0.33462, 5.40313], [0.22421, -3.96770, -2.05766], [-2.01134, -4.52121, 2.25759], [-2.81190, -1.69765, -3.67108], [-0.05152, 2.51878, 4.92811], [0.42495, -2.28025, -2.47547], [-4.16013, 0.75954, -1.53021], [8.03202, 3.79626, -3.81225], [-3.67421, -3.06621, 3.17414], [-2.60924, 0.96991, -2.28826], [5.74596, 2.51520, -1.86343], [-1.79089, -3.64651, -3.27508], [-0.56072, -6.12560, 4.64476], [5.77426, 1.02365, -4.82283], [-2.25664, -3.44999, -1.62243], [-4.08715, -1.44753, -1.78471], [6.77714, 4.60083, -4.76139], [-4.78633, -1.75383, 2.73191], [1.65697, 2.96739, 3.11364], [-3.55921, -2.71213, 5.63971], [-3.61868, -2.32055, 1.58741], [1.74297, 1.14831, 2.93752], [-0.13273, -2.74336, -0.86633], [4.48073, 3.32510, -2.81780], [-2.69657, -1.55518, -0.69688], [6.68709, 4.61592, -2.98464], [4.74572, 1.58024, -2.99058]],
  "forces_ev_per_a": [[-2.090, -0.972, -0.557], [1.440, 0.572, 1.618], [-0.314, 0.148, 0.464], [0.125, 0.052, -0.149], [0.146, 0.025, 0.178], [-0.395, -0.054, 0.192], [-0.193, -0.216, -0.059], [-0.084, -0.242, 0.009], [-0.382, -0.516, 0.102], [-0.229, -0.311, -0.467], [-0.082, -0.098, -0.123], [-0.322, -0.044, 0.050], [0.044, 0.077, 0.009], [0.875, 0.287, 0.438], [0.562, 0.945, -0.394], [-0.203, -0.748, -0.432], [0.727, 0.143, 0.100], [-0.125, -0.041, 0.126], [-0.273, 0.667, -0.931], [0.253, 0.656, 0.521], [-0.202, 0.343, -0.920], [0.524, -0.014, -0.413], [1.573, 1.236, 1.049], [0.721, -0.900, -1.004], [0.725, 0.228, -1.138], [0.035, -0.149, -0.174], [0.485, -0.642, 1.664], [0.261, 1.235, 0.121], [-1.020, -1.220, -0.733], [-1.426, -1.368, -0.024], [0.259, 0.192, 0.603], [0.307, 0.838, 0.299], [-0.109, -0.291, -0.698], [-0.024, -0.119, -0.074], [0.284, 0.272, -0.139], [-0.076, -0.003, 0.475], [-0.146, 0.378, -0.241], [0.067, -1.133, 1.405], [0.323, 0.007, -0.357], [0.127, -0.496, -0.096], [0.238, 0.002, -0.037], [-0.388, 0.275, 0.002], [-0.960, -0.468, 0.360], [-0.136, 0.282, -0.445], [0.203, 0.127, 0.042], [0.084, -0.010, 0.082], [-0.058, -0.036, -0.102], [0.089, 0.537, -0.218], [-0.815, 0.639, -0.585], [-0.093, 0.070, -0.099], [0.007, 0.228, -0.023], [0.015, 0.089, -0.009], [-0.105, 0.025, 0.202], [0.254, 0.010, 0.009], [-0.135, -0.039, 0.070], [0.307, -0.071, -0.088], [0.141, -0.188, 0.209], [-0.020, 0.014, 0.037], [-0.226, 0.012, -0.041], [-0.173, -0.020, 0.406], [0.064, 0.058, 0.029], [-0.044, 0.028, 0.174], [0.661, 0.038, 1.161], [0.012, -0.305, -0.713], [-0.144, -0.165, -0.046], [-0.721, -0.030, -0.969], [-0.050, 0.164, 0.043], [-0.078, -0.077, 0.106], [-0.096, 0.147, 0.199], [-0.044, -0.043, 0.020], [0.042, -0.018, -0.075]],
  "mulliken_charge": [0.824, -0.244, -0.320, -0.299, -0.309, -0.107, -0.258, -0.263, -0.250, -0.333, -0.232, -0.654, -0.589, -0.444, -0.485, -0.523, -0.555, 0.165, 0.731, -0.675, 0.375, -1.018, 0.683, 0.500, -0.500, -0.967, -0.669, 0.793, 0.612, 0.361, 0.373, 0.501, 1.139, 0.132, -0.816, 0.374, -0.707, -0.406, -1.572, -1.041, -0.803, -0.274, -1.288, 0.103, 0.385, 0.437, 0.356, 0.439, 0.438, 0.250, 0.358, 0.304, 0.576, 0.695, 0.337, 0.473, 0.352, 0.255, 0.342, 0.306, 0.303, 0.402, 0.329, 0.119, 0.047, 0.262, 0.152, 0.365, 0.181, 0.371, 0.104]
}